ORCA calculation (ωB97M-V with the def2-TZVPD basis set) on one molecule with the formula C21H46BINO11P.

The HOMO-LUMO gap comes out at 8.91 eV. The spin multiplicity is 1. For the HOMO energy, the calculation gives -8.8 eV. As for the SMILES: CCOCCO[C@](CCO)(CNC)O[C@H](OCC)[C@H](O[C@](I)(CP(=O)(O)O)[C@H](C)CC)B(O)OCC. The calculation puts the total energy at -64601.8497 eV.

Each line ends with the Mulliken charge.
Cartesian coordinates (Å):
C (0.119, -1.229, -1.133)  1.782
O (-1.130, -1.717, -0.668)  -0.190
H (0.684, 4.358, -1.689)  0.210
H (-1.246, 5.864, -2.520)  0.251
C (1.355, -2.181, -0.941)  -2.244
H (-0.395, -2.852, 0.997)  -0.241
C (-0.673, 4.742, 0.112)  1.067
C (-2.130, 5.321, 0.008)  -1.707
H (-4.199, -3.686, 2.342)  0.308
H (0.591, -1.716, 2.407)  -0.045
H (1.364, 1.888, 2.021)  -0.212
H (-0.805, -3.814, -0.465)  0.368
H (-2.042, 6.414, 0.241)  0.414
O (3.713, 2.527, 0.948)  -0.598
H (-0.253, 5.199, 1.043)  0.511
H (-0.267, -0.013, -2.942)  0.608
C (-0.074, -1.094, -2.721)  -1.222
C (-2.520, -3.138, 0.671)  -0.510
O (-2.456, 1.031, -2.705)  -0.449
H (-3.356, 1.310, -2.917)  0.330
H (4.811, -1.895, 0.780)  0.264
H (1.185, 5.672, -0.598)  0.374
H (1.838, -3.167, -2.657)  0.384
H (-2.063, -3.519, -2.673)  0.371
H (-1.363, -1.616, -4.369)  0.423
C (0.291, 5.171, -1.051)  -0.156
H (0.399, 6.408, -2.889)  0.400
H (-4.216, -5.447, 2.029)  0.412
C (-1.332, -1.845, -3.268)  -0.797
H (2.245, -1.567, -1.258)  0.797
H (5.309, 0.869, -0.096)  0.530
O (3.223, 0.635, -0.529)  -0.233
O (-0.435, -0.038, 1.560)  -0.284
C (-2.689, -4.768, 3.538)  -0.811
H (1.892, -4.569, -0.098)  0.274
H (4.815, -0.514, -1.098)  0.365
H (-3.316, -2.750, -0.005)  0.239
H (-0.993, -1.261, 3.084)  0.414
H (1.761, -0.260, 3.862)  0.273
H (-2.815, 2.751, -0.054)  0.893
H (4.048, 2.189, 1.785)  0.315
H (0.266, -0.494, 4.802)  0.394
O (-2.390, 3.587, -2.850)  -0.798
H (-2.575, -2.519, 1.609)  0.198
C (2.118, -4.489, -1.182)  -0.914
I (-1.284, 3.129, 2.556)  0.100
H (1.483, -0.434, 1.004)  -0.494
H (-2.574, -5.871, 3.675)  0.276
H (5.306, -0.492, 1.769)  0.281
H (1.874, -5.473, -1.649)  0.304
H (-0.482, 7.234, -1.556)  0.342
C (0.657, -0.069, 3.844)  -1.308
C (-0.046, -0.837, 2.664)  0.126
C (-1.065, -2.892, 0.111)  -0.029
C (-3.542, -4.578, 2.222)  -0.383
O (-1.274, -3.270, -3.160)  -0.563
C (0.642, 0.232, 0.662)  1.170
H (3.574, -0.900, 1.596)  0.016
H (-3.148, -4.289, 4.425)  0.272
C (4.513, 0.104, -0.216)  -0.644
H (0.486, 1.982, -2.129)  0.441
O (-2.692, -4.499, 1.069)  -0.402
B (2.778, 1.597, 0.397)  0.267
C (1.222, 1.694, 0.928)  -0.450
H (0.863, -1.336, -3.271)  0.355
C (-0.314, 6.249, -2.040)  -1.375
P (-1.682, 2.437, -2.173)  0.980
H (0.491, 1.026, 3.848)  0.105
C (-1.790, 2.402, -0.327)  -0.003
H (-2.287, -1.428, -2.870)  0.216
O (0.327, 0.110, -0.695)  0.085
O (0.646, 2.727, 0.162)  -0.259
C (-0.653, 3.173, 0.430)  -1.666
H (1.577, -2.435, 0.128)  0.386
H (-2.838, 4.906, 0.756)  0.370
O (-0.143, 2.344, -2.776)  -0.573
N (1.353, -3.379, -1.791)  0.006
H (-2.576, 5.257, -1.005)  0.307
H (-1.672, -4.363, 3.305)  0.211
H (-1.776, 1.321, -0.027)  0.077
C (4.537, -0.844, 1.038)  -0.628
H (3.214, -4.312, -1.366)  0.327